Computed, not measured: a cluster of 3 separate species, C7H11N in total, with the ωB97M-V functional and the def2-TZVPD basis.

The geometry in XYZ format:
```
19
Properties=species:S:1:pos:R:3:forces:R:3:nbo_charge:R:1
N 1.459 -2.826 0.197 0.2392 -0.0047 0.0775 -0.34
C 1.135 0.474 0.136 -0.3917 0.8089 0.1353 -0.17
C 1.831 0.608 -0.981 -0.1339 -0.0734 -0.0600 -0.41
C -2.272 0.364 -0.313 -0.9132 -0.1724 -0.1729 0.10
C 1.730 0.377 1.501 -0.1411 -0.5733 0.0898 -0.65
C -2.366 -0.932 -0.366 0.2989 -0.3106 0.7714 -0.53
C 0.729 -2.215 -0.440 -0.8413 -0.3957 -0.3415 0.08
C -2.377 1.655 -0.284 0.2486 0.2916 0.0138 -0.49
H 2.811 0.443 1.465 0.2027 0.1055 -0.0006 0.21
H -1.881 -1.551 0.398 -0.0992 0.1971 -0.3455 0.23
H -1.700 2.283 -0.836 0.2372 0.1278 -0.1045 0.23
H -3.123 2.159 0.317 -0.0940 -0.1435 0.0294 0.23
H 0.036 0.533 0.100 0.6271 -0.1887 -0.0302 0.20
H 1.336 1.154 2.156 0.0085 0.0153 0.0397 0.22
H 2.909 0.602 -0.979 0.2407 -0.0071 0.0457 0.19
H -3.005 -1.432 -1.077 -0.0281 0.0219 -0.1863 0.23
H 1.354 0.686 -1.946 -0.1160 0.0666 -0.1200 0.19
H -0.094 -1.781 -0.995 0.6588 -0.0484 0.1844 0.24
H 1.487 -0.601 1.946 -0.0031 0.2829 -0.0256 0.23
```
Forces are in eV/Å.

## Properties
- Orbital gap: 10.439 eV
- Molar mass: 109.17 g mol⁻¹
- DFT total energy: -8923.81133 eV